ORCA calculation (ωB97M-V/def2-TZVPD) on a 2-piece molecular cluster, C9H14 overall in a non-equilibrium geometry.

Properties
- energy above the lowest of the compared OMol25 structures with the same formula, charge and spin (kcal/mol) = 52.1
- SMILES string = Cc1ccccc1.CC
- HOMO-LUMO gap (eV) = 9.9663
- HOMO level (eV) = -8.96
- E_LUMO (Eh) = 0.0368

Last columns: bonded neighbours and bond lengths (Å).
Geometry (Å):
1 C -0.655 -1.055 -0.912  C3 1.396, C4 1.414, C5 1.373
2 C 2.318 1.847 1.536  C9 1.535, H21 1.123, H22 1.104, H23 1.142
3 C -0.899 -1.532 0.377  C1 1.396, C8 1.364, H20 1.102
4 C 0.205 -1.703 -1.827  C1 1.414, H11 1.255, H12 1.169, H13 1.181
5 C -1.378 0.026 -1.355  C1 1.373, C6 1.437, H18 1.122
6 C -2.364 0.622 -0.496  C5 1.437, C7 1.384, H16 1.050
7 C -2.522 0.159 0.798  C6 1.384, C8 1.400, H14 1.083
8 C -1.791 -0.953 1.232  C3 1.364, C7 1.400, H15 1.124
9 C 2.180 0.984 0.275  C2 1.535, H10 1.079, H17 1.156, H19 1.093
10 H 2.479 1.250 -0.727  C9 1.079
11 H 1.209 -0.987 -2.062  C4 1.255
12 H 0.595 -2.742 -1.458  C4 1.169
13 H -0.321 -1.775 -2.883  C4 1.181
14 H -3.240 0.681 1.418  C7 1.083
15 H -1.787 -1.100 2.347  C8 1.124
16 H -3.022 1.372 -0.824  C6 1.050
17 H 2.895 0.078 0.346  C9 1.156
18 H -1.632 0.363 -2.394  C5 1.122
19 H 1.139 0.766 0.024  C9 1.093
20 H -0.364 -2.484 0.521  C3 1.102
21 H 1.462 1.666 2.240  C2 1.123
22 H 2.446 2.941 1.452  C2 1.104
23 H 3.046 1.576 2.373  C2 1.142


ORCA calculation (ωB97M-V/def2-TZVPD) on a 2-piece molecular cluster, C9H14 overall in a non-equilibrium geometry.

Properties
- energy above the lowest of the compared OMol25 structures with the same formula, charge and spin (kcal/mol) = 10.0
- SMILES string = Cc1ccccc1.CC
- HOMO-LUMO gap (eV) = 10.0080
- HOMO level (eV) = -8.98
- E_LUMO (Eh) = 0.0376

Last columns: bonded neighbours and bond lengths (Å).
Geometry (Å):
1 C -1.432 0.035 -0.408  C2 1.384, C3 1.387, H17 1.081
2 C -1.243 1.370 -0.097  C1 1.384, C6 1.397, H18 1.083
3 C -0.641 -0.633 -1.332  C1 1.387, C8 1.387, H19 1.080
4 C 0.410 1.467 -1.822  C6 1.385, C8 1.384, H20 1.087
5 C 0.872 -2.099 1.368  C7 1.530, H14 1.089, H15 1.092, H22 1.086
6 C -0.295 2.104 -0.814  C2 1.397, C4 1.385, C9 1.507
7 C 0.664 -3.288 2.309  C5 1.530, H12 1.084, H16 1.083, H21 1.104
8 C 0.261 0.114 -2.075  C3 1.387, C4 1.384, H10 1.081
9 C -0.119 3.582 -0.580  C6 1.507, H11 1.086, H13 1.093, H23 1.088
10 H 0.902 -0.382 -2.791  C8 1.081
11 H -0.388 3.899 0.423  C9 1.086
12 H -0.076 -3.062 3.068  C7 1.084
13 H -0.678 4.123 -1.348  C9 1.093
14 H 1.913 -1.967 1.079  C5 1.089
15 H 0.527 -1.172 1.831  C5 1.092
16 H 0.528 -4.241 1.814  C7 1.083
17 H -2.293 -0.487 -0.013  C1 1.081
18 H -1.897 1.862 0.613  C2 1.083
19 H -0.766 -1.701 -1.430  C3 1.080
20 H 1.050 2.099 -2.433  C4 1.087
21 H 1.553 -3.373 2.957  C7 1.104
22 H 0.242 -2.125 0.483  C5 1.086
23 H 0.906 3.875 -0.801  C9 1.088


ORCA calculation (ωB97M-V/def2-TZVPD) on a 2-piece molecular cluster, C9H14 overall in a non-equilibrium geometry.

Properties
- energy above the lowest of the compared OMol25 structures with the same formula, charge and spin (kcal/mol) = 42.6
- SMILES string = Cc1ccccc1.CC
- HOMO-LUMO gap (eV) = 9.6411
- HOMO level (eV) = -8.65
- E_LUMO (Eh) = 0.0366

Last columns: bonded neighbours and bond lengths (Å).
Geometry (Å):
1 C -2.356 -0.601 -2.096  C4 1.473, H14 1.117, H17 1.069, H22 1.046
2 C 1.402 0.088 -0.247  C3 1.413, C7 1.353, C8 1.444
3 C 2.553 -0.036 -1.058  C2 1.413, H13 1.134, H19 1.064, H23 1.176
4 C -2.801 -0.485 -0.697  C1 1.473, H11 1.125, H12 1.148, H21 1.153
5 C -0.091 0.355 1.961  C6 1.371, C9 1.388, H10 1.115
6 C 0.134 -0.883 1.417  C5 1.371, C7 1.363, H18 1.091
7 C 1.010 -1.042 0.385  C2 1.353, C6 1.363, H15 1.095
8 C 0.886 1.396 0.079  C2 1.444, C9 1.390, H16 1.113
9 C 0.120 1.518 1.233  C5 1.388, C8 1.390, H20 1.153
10 H -0.441 0.529 3.006  C5 1.115
11 H -3.829 -0.208 -0.332  C4 1.125
12 H -2.438 0.466 -0.169  C4 1.148
13 H 3.491 0.072 -0.430  C3 1.134
14 H -1.350 -1.080 -2.180  C1 1.117
15 H 1.386 -2.015 0.053  C7 1.095
16 H 1.208 2.276 -0.519  C8 1.113
17 H -2.411 0.347 -2.586  C1 1.069
18 H -0.226 -1.776 1.929  C6 1.091
19 H 2.658 -0.990 -1.517  C3 1.064
20 H -0.344 2.486 1.653  C9 1.153
21 H -2.540 -1.480 -0.176  C4 1.153
22 H -2.945 -1.246 -2.671  C1 1.046
23 H 2.635 0.758 -1.922  C3 1.176


ORCA calculation (ωB97M-V/def2-TZVPD) on a 2-piece molecular cluster, C9H14 overall in a non-equilibrium geometry.

Properties
- energy above the lowest of the compared OMol25 structures with the same formula, charge and spin (kcal/mol) = 17.4
- SMILES string = Cc1ccccc1.CC
- HOMO-LUMO gap (eV) = 10.0965
- HOMO level (eV) = -9.09
- E_LUMO (Eh) = 0.0371

Last columns: bonded neighbours and bond lengths (Å).
Geometry (Å):
1 C -2.126 -1.656 1.045  C6 1.524, H10 1.083, H13 1.104, H15 1.085
2 C 0.279 1.407 -0.801  C3 1.420, C5 1.501, C9 1.384
3 C 1.603 1.043 -1.162  C2 1.420, C7 1.397, H23 1.084
4 C 2.001 -0.090 0.924  C7 1.392, C8 1.372, H11 1.083
5 C -0.639 1.821 -1.914  C2 1.501, H12 1.090, H18 1.086, H20 1.089
6 C -2.526 -2.990 0.427  C1 1.524, H17 1.092, H21 1.083, H22 1.095
7 C 2.472 0.366 -0.304  C3 1.397, C4 1.392, H16 1.083
8 C 0.728 0.241 1.315  C4 1.372, C9 1.402, H14 1.080
9 C -0.106 0.968 0.453  C2 1.384, C8 1.402, H19 1.084
10 H -1.124 -1.757 1.443  C1 1.083
11 H 2.677 -0.572 1.619  C4 1.083
12 H -1.041 2.830 -1.817  C5 1.090
13 H -2.767 -1.415 1.911  C1 1.104
14 H 0.263 0.043 2.270  C8 1.080
15 H -2.384 -0.769 0.475  C1 1.085
16 H 3.357 -0.034 -0.783  C7 1.083
17 H -1.743 -3.315 -0.262  C6 1.092
18 H -1.463 1.124 -2.036  C5 1.086
19 H -1.146 1.094 0.733  C9 1.084
20 H -0.047 1.770 -2.827  C5 1.089
21 H -3.481 -2.981 -0.085  C6 1.083
22 H -2.487 -3.793 1.169  C6 1.095
23 H 1.981 1.340 -2.133  C3 1.084


ORCA calculation (ωB97M-V/def2-TZVPD) on a 2-piece molecular cluster, C9H14 overall in a non-equilibrium geometry.

Properties
- energy above the lowest of the compared OMol25 structures with the same formula, charge and spin (kcal/mol) = 50.6
- SMILES string = Cc1ccccc1.CC
- HOMO-LUMO gap (eV) = 10.0064
- HOMO level (eV) = -8.96
- E_LUMO (Eh) = 0.0383

Last columns: bonded neighbours and bond lengths (Å).
Geometry (Å):
1 C -1.152 1.230 0.043  C8 1.566, H11 1.109, H12 1.104, H16 1.124
2 C -1.851 -2.971 0.550  C3 1.468, C4 1.435, H22 1.211
3 C -2.654 -2.160 -0.374  C2 1.468, C9 1.354, H18 1.068
4 C -0.652 -2.390 1.085  C2 1.435, C5 1.404, H20 1.058
5 C -0.453 -1.007 0.949  C4 1.404, C8 1.334, H10 1.189
6 C 2.409 1.677 0.152  C7 1.520, H13 1.067, H17 1.149, H23 1.179
7 C 3.130 1.902 -1.167  C6 1.520, H14 1.060, H15 1.073, H21 1.029
8 C -1.233 -0.334 0.101  C1 1.566, C5 1.334, C9 1.360
9 C -2.335 -0.851 -0.506  C3 1.354, C8 1.360, H19 1.085
10 H 0.422 -0.568 1.623  C5 1.189
11 H -1.777 1.711 -0.737  C1 1.109
12 H -1.473 1.510 1.061  C1 1.104
13 H 2.270 0.622 0.243  C6 1.067
14 H 3.763 1.117 -1.491  C7 1.060
15 H 2.321 1.964 -1.869  C7 1.073
16 H -0.085 1.581 0.004  C1 1.124
17 H 1.375 2.178 0.119  C6 1.149
18 H -3.603 -2.478 -0.747  C3 1.068
19 H -3.074 -0.382 -1.148  C9 1.085
20 H -0.004 -3.101 1.525  C4 1.058
21 H 3.715 2.737 -1.027  C7 1.029
22 H -2.148 -4.142 0.621  C2 1.211
23 H 3.088 2.155 0.990  C6 1.179


ORCA calculation (ωB97M-V/def2-TZVPD) on a 2-piece molecular cluster, C9H14 overall in a non-equilibrium geometry.

Properties
- energy above the lowest of the compared OMol25 structures with the same formula, charge and spin (kcal/mol) = 16.5
- SMILES string = Cc1ccccc1.CC
- HOMO-LUMO gap (eV) = 10.0446
- HOMO level (eV) = -9.00
- E_LUMO (Eh) = 0.0383

Last columns: bonded neighbours and bond lengths (Å).
Geometry (Å):
1 C -2.640 0.280 -1.011  C6 1.560, H10 1.085, H21 1.086, H23 1.087
2 C 1.008 1.418 -0.090  C3 1.381, C9 1.397, H16 1.085
3 C 1.674 1.031 1.056  C2 1.381, C7 1.396, H18 1.081
4 C 0.525 -0.857 -0.673  C5 1.396, C9 1.387, H22 1.080
5 C 1.002 -1.238 0.582  C4 1.396, C7 1.389, C8 1.512
6 C -2.916 1.809 -0.875  C1 1.560, H15 1.087, H17 1.091, H20 1.085
7 C 1.559 -0.304 1.446  C3 1.396, C5 1.389, H11 1.081
8 C 0.826 -2.679 1.004  C5 1.512, H13 1.092, H14 1.083, H19 1.092
9 C 0.606 0.478 -1.041  C2 1.397, C4 1.387, H12 1.082
10 H -1.750 0.313 -1.630  C1 1.085
11 H 2.032 -0.702 2.334  C7 1.081
12 H 0.399 0.905 -2.013  C9 1.082
13 H 0.681 -3.277 0.101  C8 1.092
14 H 1.602 -3.085 1.640  C8 1.083
15 H -3.642 2.085 -1.636  C6 1.087
16 H 1.038 2.468 -0.367  C2 1.085
17 H -3.432 2.018 0.063  C6 1.091
18 H 2.226 1.692 1.709  C3 1.081
19 H -0.136 -2.796 1.507  C8 1.092
20 H -1.977 2.353 -0.861  C6 1.085
21 H -2.392 -0.175 -0.057  C1 1.086
22 H 0.098 -1.534 -1.397  C4 1.080
23 H -3.422 -0.252 -1.547  C1 1.087


ORCA calculation (ωB97M-V/def2-TZVPD) on a 2-piece molecular cluster, C9H14 overall in a non-equilibrium geometry.

Properties
- energy above the lowest of the compared OMol25 structures with the same formula, charge and spin (kcal/mol) = 10.0
- SMILES string = Cc1ccccc1.CC
- HOMO-LUMO gap (eV) = 10.0552
- HOMO level (eV) = -9.02
- E_LUMO (Eh) = 0.0380

Last columns: bonded neighbours and bond lengths (Å).
Geometry (Å):
1 C -2.355 -0.723 -1.782  C3 1.385, C7 1.389, H22 1.085
2 C 0.090 -1.266 -0.532  C6 1.391, C9 1.395, H16 1.081
3 C -1.252 0.061 -2.074  C1 1.385, C6 1.395, H20 1.080
4 C 0.613 0.559 2.510  C5 1.555, H10 1.088, H12 1.087, H23 1.085
5 C 1.542 1.805 2.451  C4 1.555, H15 1.090, H17 1.080, H21 1.091
6 C -0.039 -0.222 -1.443  C2 1.391, C3 1.395, C8 1.510
7 C -2.222 -1.845 -0.974  C1 1.389, C9 1.386, H19 1.082
8 C 1.198 0.579 -1.773  C6 1.510, H11 1.092, H13 1.082, H14 1.090
9 C -1.039 -2.045 -0.278  C2 1.395, C7 1.386, H18 1.083
10 H 1.187 -0.316 2.811  C4 1.088
11 H 2.073 -0.005 -2.066  C8 1.092
12 H 0.337 0.321 1.485  C4 1.087
13 H 1.536 1.101 -0.888  C8 1.082
14 H 1.023 1.321 -2.552  C8 1.090
15 H 1.171 2.658 3.020  C5 1.090
16 H 0.983 -1.403 0.061  C2 1.081
17 H 2.537 1.511 2.753  C5 1.080
18 H -1.000 -2.896 0.390  C9 1.083
19 H -3.071 -2.484 -0.767  C7 1.082
20 H -1.265 0.901 -2.752  C3 1.080
21 H 1.538 2.185 1.428  C5 1.091
22 H -3.328 -0.448 -2.176  C1 1.085
23 H -0.259 0.651 3.149  C4 1.085


ORCA calculation (ωB97M-V/def2-TZVPD) on a 2-piece molecular cluster, C9H14 overall in a non-equilibrium geometry.

Properties
- energy above the lowest of the compared OMol25 structures with the same formula, charge and spin (kcal/mol) = 31.2
- SMILES string = Cc1ccccc1.CC
- HOMO-LUMO gap (eV) = 9.8559
- HOMO level (eV) = -8.85
- E_LUMO (Eh) = 0.0371

Last columns: bonded neighbours and bond lengths (Å).
Geometry (Å):
1 C 1.525 1.194 1.309  C4 1.436, C7 1.412, H22 1.102
2 C -3.024 0.579 -0.718  C8 1.621, H12 1.064, H14 1.122, H20 1.120
3 C 2.355 -2.159 -1.132  C6 1.435, H18 1.090, H21 1.152, H23 1.206
4 C 0.449 0.482 0.680  C1 1.436, C5 1.410, H10 1.070
5 C 0.742 -0.653 -0.104  C4 1.410, C6 1.406, H11 1.163
6 C 2.081 -1.055 -0.256  C3 1.435, C5 1.406, C9 1.402
7 C 2.873 0.787 1.193  C1 1.412, C9 1.422, H15 1.079
8 C -4.185 1.099 0.286  C2 1.621, H13 1.092, H16 1.028, H17 1.060
9 C 3.110 -0.380 0.417  C6 1.402, C7 1.422, H19 1.141
10 H -0.563 0.807 0.802  C4 1.070
11 H -0.147 -1.162 -0.655  C5 1.163
12 H -2.123 0.335 -0.208  C2 1.064
13 H -4.924 0.303 0.407  C8 1.092
14 H -3.492 -0.288 -1.254  C2 1.122
15 H 3.640 1.313 1.739  C7 1.079
16 H -3.935 1.560 1.170  C8 1.028
17 H -4.556 1.935 -0.250  C8 1.060
18 H 1.513 -2.828 -1.309  C3 1.090
19 H 4.220 -0.638 0.351  C9 1.141
20 H -2.774 1.320 -1.520  C2 1.120
21 H 3.182 -2.834 -0.699  C3 1.152
22 H 1.245 2.054 1.938  C1 1.102
23 H 2.789 -1.772 -2.188  C3 1.206